# C29H48BiNP3S2

A structure of composition C29H48BiNP3S2 (ωB97M-V with the def2-TZVPD basis set, the Open Molecules 2025 dataset).

Geometry as XYZ:
```
84
Properties=species:S:1:pos:R:3:lowdin_charge:R:1
Bi 0.19697 -0.51958 -0.31319 1.331
P -0.75885 1.87537 1.12135 0.716
P -2.59436 -0.87020 -0.92787 0.668
P 2.66305 1.06449 -0.26511 0.692
H 0.44745 -2.21287 -7.57163 0.071
C 1.45800 -2.38069 -7.17457 -0.074
C 1.76558 -3.34855 -6.31180 -0.078
H 1.01245 -3.94283 -5.76575 0.061
C -1.15864 3.43483 0.22238 -0.229
C -2.25311 1.64108 2.10129 -0.246
C 0.36219 2.49564 2.40474 -0.246
C -2.66371 -2.25609 -2.08979 -0.271
C -3.79604 -1.34235 0.34614 -0.248
C -3.42130 0.46137 -1.87032 -0.242
C 3.94932 0.43360 -1.38520 -0.279
C 3.50243 1.01954 1.36012 -0.256
C 2.58659 2.84608 -0.70627 -0.247
H 2.24259 -1.72628 -7.56116 0.076
H 2.81278 -3.61354 -6.15295 0.070
H -1.46469 4.22606 0.93051 0.079
H -1.97273 3.27098 -0.49500 0.044
H -0.29943 3.79491 -0.35730 0.039
H -2.65120 2.63200 2.36859 0.081
H -2.09575 1.05918 3.01354 0.026
H -2.99954 1.09453 1.51593 0.017
H -0.08195 3.39673 2.85242 0.086
H 1.33626 2.74368 1.98578 0.014
H 0.54747 1.75788 3.18448 0.015
H -3.69647 -2.59864 -2.22323 0.081
H -2.04569 -3.08604 -1.72751 0.057
H -2.28207 -1.97419 -3.07497 -0.001
H -4.80968 -1.02693 0.05303 0.076
H -3.54498 -0.88798 1.30919 0.020
H -3.78714 -2.43370 0.46102 0.062
H -4.46122 0.18512 -2.11347 0.077
H -2.87346 0.63366 -2.81117 0.054
H -3.42706 1.39356 -1.28321 0.035
H 4.80491 1.12586 -1.33239 0.072
H 3.58915 0.37473 -2.42189 0.028
H 4.27505 -0.57149 -1.08149 0.056
H 4.44552 1.58650 1.32052 0.079
H 3.71804 -0.02787 1.61705 0.039
H 2.87408 1.42289 2.16286 0.017
H 3.59396 3.29877 -0.71345 0.077
H 1.95489 3.41116 -0.00321 0.023
H 2.15713 2.94455 -1.71844 0.062
C 0.88302 -1.72289 -4.15524 -0.794
C 1.15891 -0.58872 -4.95661 -0.126
C 0.17298 -0.04252 -5.78186 -0.060
C -1.10370 -0.67052 -5.84585 -0.029
C -1.31204 -1.85839 -5.12156 -0.090
C -0.32910 -2.42434 -4.31702 -0.182
S 1.89141 -2.15915 -2.86260 0.855
H 0.50072 -1.29750 -2.06021 -0.175
H 2.16998 -0.18147 -4.89610 0.116
H 0.41294 0.84785 -6.38432 0.130
H -1.90408 -0.25989 -6.49158 0.132
H -2.27654 -2.38083 -5.14804 0.127
H -0.44885 -3.35927 -3.75267 0.120
N 0.46401 -1.94474 1.48357 -0.545
S 1.55121 -1.96501 2.73259 1.068
C 0.97227 -0.80245 3.95064 -0.428
C -0.39704 -0.66288 4.17986 -0.112
C -0.85904 0.25298 5.13002 -0.066
C 0.07356 0.99366 5.86818 -0.034
C 1.45679 0.83497 5.67682 -0.037
C 1.90756 -0.08265 4.72569 -0.079
C 1.25277 -3.54882 3.64318 -0.355
C 2.32024 -4.15314 4.34213 -0.064
C 2.12872 -5.35994 5.03450 -0.035
C 0.87911 -5.99062 5.05424 -0.026
C -0.18483 -5.37498 4.39497 -0.044
C 0.00028 -4.16652 3.70629 -0.094
H 0.08522 -2.86455 1.23180 0.015
H -1.12142 -1.27627 3.64123 0.105
H -1.94815 0.38529 5.29079 0.134
H -0.27917 1.73571 6.59039 0.130
H 2.18166 1.42246 6.25850 0.135
H 2.97488 -0.26868 4.60837 0.121
H 3.31447 -3.69340 4.36892 0.120
H 2.96249 -5.84272 5.54578 0.128
H 0.74915 -6.97024 5.53064 0.134
H -1.18283 -5.82902 4.39701 0.127
H -0.87944 -3.72012 3.22751 0.102
```

Output
Net charge   +3
Molecular weight   776.75 g mol⁻¹
Gap between HOMO and LUMO   4.707 eV
Calculated total energy   -87689.016 eV
Relative energy (zero: lowest compared OMol25 entry of this formula, charge and spin)   71.22 kJ/mol
HOMO   -15.08 eV

=====

# C29H48BrIrN5O4SSi4Te

A structure of composition C29H48BrIrN5O4SSi4Te (ωB97M-V with the def2-TZVPD basis set, the Open Molecules 2025 dataset).

Geometry as XYZ:
```
94
Properties=species:S:1:pos:R:3:lowdin_spin:R:1
Ir 0.38682 -0.57470 -0.40147 2.203
O 1.83701 -6.63346 5.48851 0.000
S 1.71136 -6.10599 6.81999 0.000
O 1.11746 -6.96249 7.80185 0.000
O 2.72965 -5.17572 7.24716 0.000
C 0.41147 -4.74391 6.59320 0.000
N -0.26435 -4.41546 7.64230 0.004
C -1.10283 -3.37834 7.43149 0.000
C -1.20242 -2.76478 6.20677 0.003
C -0.38121 -3.21796 5.14400 0.000
N 0.45987 -4.25975 5.41698 0.002
C -0.29770 -2.69401 3.83148 0.006
C -1.06904 -1.61413 3.34107 0.001
C -0.90115 -1.18346 2.05991 0.030
N 0.00627 -1.70672 1.18903 0.113
C 0.74724 -2.75050 1.65261 0.016
C 0.62380 -3.25844 2.90904 0.007
H -1.67269 -3.06332 8.29283 0.000
H -1.87975 -1.94039 6.06070 0.000
H -1.80476 -1.14381 3.97092 0.000
H -1.52725 -0.38677 1.68006 0.006
H 1.44367 -3.17066 0.94271 0.003
H 1.21390 -4.09856 3.23965 0.001
O 0.47056 0.87820 -1.97317 0.063
C -0.00173 2.01531 -1.92263 0.006
C -0.17504 2.85961 -3.14663 0.002
C -1.70302 3.09968 -3.28471 0.001
C -2.61486 2.03015 -2.64442 0.003
C -2.89348 2.20834 -1.13959 0.004
C -1.69910 1.84417 -0.25430 0.035
N -0.52803 2.53859 -0.77339 0.007
H 0.22792 2.33256 -4.01092 0.000
H 0.34702 3.81212 -3.05264 0.000
H -1.93402 3.15003 -4.34862 0.000
H -1.96687 4.06982 -2.85842 0.000
H -2.22047 1.02621 -2.83457 0.006
H -3.57938 2.08378 -3.15268 0.000
H -3.74260 1.58321 -0.85978 0.000
H -3.16794 3.25040 -0.95103 0.002
H -1.50010 0.76341 -0.30811 0.021
H -1.86315 2.12419 0.78739 0.001
H -0.71391 3.53285 -0.84912 0.000
Br 5.51589 1.90615 -1.56090 0.001
C 4.50639 0.90772 -0.30351 0.002
C 5.07398 0.47996 0.89161 0.009
C 4.24919 -0.22463 1.75855 0.002
C 2.93929 -0.48051 1.40726 0.022
N 2.40116 -0.08262 0.24307 0.117
C 3.18351 0.61988 -0.58691 0.016
H 6.10314 0.69226 1.12796 0.000
H 4.61171 -0.55994 2.71405 0.001
H 2.29320 -1.01752 2.08330 0.002
H 2.74393 0.98218 -1.50426 0.001
C -1.09044 -6.29470 -5.39835 0.008
Si -1.36398 -4.56693 -4.64561 0.033
C -3.23803 -4.31808 -4.37542 0.007
C -0.68684 -3.24529 -5.84755 0.008
Si -0.12024 -4.16692 -2.56694 0.141
Te -1.19900 -1.98447 -1.90968 0.937
Si 2.24714 -3.92706 -2.97149 0.013
C 2.53917 -5.39890 -4.14831 0.004
C 2.73061 -2.27773 -3.80420 0.002
C 3.25367 -4.15231 -1.36248 0.002
Si -0.68555 -5.94063 -0.93410 0.064
C 0.35553 -5.92568 0.65850 0.010
C -0.26350 -7.51829 -1.91051 0.017
C -2.52644 -5.75091 -0.49371 0.007
H -1.39151 -6.29804 -6.44163 0.001
H -1.68091 -7.05403 -4.89767 0.000
H -0.05216 -6.60308 -5.36209 0.000
H -3.78591 -4.45739 -5.30407 0.000
H -3.45915 -3.32051 -4.00878 0.006
H -3.63662 -5.02885 -3.65885 0.000
H -1.33908 -3.11406 -6.70545 0.000
H 0.28968 -3.52579 -6.22792 0.000
H -0.58969 -2.28045 -5.36039 0.006
H 2.07133 -5.23394 -5.11318 0.000
H 2.13052 -6.31648 -3.73670 0.000
H 3.59500 -5.57019 -4.32779 0.001
H 2.19292 -2.13346 -4.73593 0.000
H 3.79232 -2.25488 -4.04121 0.000
H 2.51830 -1.42548 -3.16383 0.001
H 3.09456 -5.13734 -0.93386 0.000
H 2.99723 -3.40692 -0.61440 0.001
H 4.31977 -4.06008 -1.55382 0.000
H 1.36150 -5.55245 0.50154 0.000
H 0.44880 -6.93865 1.04425 0.002
H -0.10542 -5.32304 1.43431 0.000
H 0.81101 -7.66578 -1.95562 0.000
H -0.63919 -7.50833 -2.92626 0.000
H -0.68179 -8.38827 -1.41424 0.003
H -2.73262 -4.76521 -0.08942 0.004
H -2.80887 -6.47683 0.26253 0.001
H -3.17686 -5.90039 -1.34737 0.000
```

Output
Expectation value of S²   6.02
Net charge   +1
Molecular weight   1074.87 g mol⁻¹
Gap between HOMO and LUMO (spin up / spin down)   5.309 / 2.735 eV
Calculated total energy   -169004.507 eV
Relative energy (zero: lowest compared OMol25 entry of this formula, charge and spin)   229.17 kJ/mol
Spin multiplicity   5
HOMO (spin up / spin down)   -8.93 / -8.93 eV

=====

# C29H48BrN3OsP2S

A structure of composition C29H48BrN3OsP2S (ωB97M-V with the def2-TZVPD basis set, the Open Molecules 2025 dataset).

Geometry as XYZ:
```
85
Properties=species:S:1:pos:R:3:lowdin_spin:R:1
N -2.12976 -5.24528 -4.55235 0.232
C -1.11927 -5.45327 -3.70983 -0.001
C -0.62490 -4.43307 -2.89075 0.136
C -1.29379 -3.19167 -2.90287 0.134
C -2.34899 -2.98005 -3.80725 0.105
C -2.72752 -4.06170 -4.62144 0.003
C -1.14274 -2.34017 -1.69351 0.215
Os -1.01277 -0.57418 -0.88965 1.477
P -1.48844 0.90061 0.67506 0.126
C -2.43029 -1.80233 -1.15674 0.153
C -2.86979 -2.39361 0.12731 0.174
C -4.16847 -2.10557 0.55761 0.019
C -4.52838 -2.41918 1.85131 0.067
C -3.55681 -2.97682 2.69589 0.165
C -2.36651 -3.49235 2.20606 0.098
C -1.98914 -3.14484 0.91747 0.018
Br -3.93625 -3.18261 4.47180 0.359
H -0.39386 -2.81664 -1.04268 0.009
H -3.23393 -1.64208 -1.87846 0.025
H 0.18888 -4.62303 -2.19296 0.006
H -2.93061 -2.05448 -3.84923 0.004
H -0.67975 -6.45011 -3.65217 0.001
H -3.56307 -3.94335 -5.31937 0.000
H -4.87902 -1.64977 -0.13607 -0.001
H -1.01330 -3.44944 0.55460 -0.001
H -5.53584 -2.23978 2.21432 0.001
H -1.68590 -4.08914 2.82173 0.001
P -0.73020 0.99995 -2.61000 0.033
C -1.44222 0.07718 2.32064 0.004
C -2.50935 0.53401 3.31697 0.002
H -0.43164 0.23722 2.71563 0.000
H -1.53215 -1.00582 2.15525 0.001
H -2.37108 -0.01135 4.25840 0.001
H -2.42687 1.60813 3.52557 0.000
H -3.52238 0.32163 2.95521 0.000
C -3.24272 1.37927 0.41708 0.035
C -3.66010 2.74588 0.93856 0.009
H -3.84715 0.58063 0.86545 -0.001
H -3.43375 1.30816 -0.66172 0.006
H -4.68352 2.94181 0.60146 0.002
H -3.66160 2.78506 2.03242 0.000
H -3.02730 3.55250 0.55665 0.000
C -0.42789 2.38518 0.88303 0.044
C -0.59570 3.16963 2.18100 0.014
H -0.63684 3.04449 0.03107 0.000
H 0.62243 2.07643 0.75247 0.000
H 0.04139 4.06126 2.14454 0.004
H -1.62757 3.51197 2.30485 0.000
H -0.31388 2.58974 3.06321 0.000
C 0.54240 2.31627 -2.35397 0.004
C 1.30984 2.78584 -3.59273 0.000
H 1.23435 1.96523 -1.56912 0.001
H -0.00406 3.17075 -1.92819 0.000
H 1.94611 1.99774 -4.01336 0.000
H 0.64181 3.16689 -4.37956 0.000
H 1.96665 3.61630 -3.29824 0.000
C -2.22507 2.06277 -2.94791 0.024
C -3.22206 1.54486 -3.97512 0.001
H -1.82327 3.03731 -3.26356 0.002
H -2.70684 2.23245 -1.97537 0.000
H -2.85614 1.69632 -4.99676 0.000
H -3.47579 0.48762 -3.83588 0.000
H -4.14552 2.12245 -3.86974 0.001
C -0.37940 0.20880 -4.21524 0.009
C 1.00720 -0.41760 -4.35408 0.001
H -0.55134 0.97064 -4.98908 0.001
H -1.15976 -0.55324 -4.36622 0.000
H 0.91122 -1.48401 -4.59349 0.001
H 1.57050 0.04479 -5.17736 0.000
H 1.60574 -0.34279 -3.43582 0.002
S 1.42495 -0.82709 -0.82255 0.200
C 2.20959 -0.00446 0.46589 0.040
N 2.00209 -0.34792 1.75280 0.011
C 2.98455 0.00087 2.78715 0.002
C 3.49270 1.39763 2.51645 0.000
C 4.04920 1.50405 1.11575 0.002
N 3.03990 1.01410 0.16709 0.012
H 1.46499 -1.20539 1.86880 0.001
H 3.80484 -0.72851 2.74568 0.000
H 2.49431 -0.08027 3.75961 0.001
H 4.27962 1.64108 3.23405 0.000
H 2.68702 2.12918 2.65294 0.000
H 4.95733 0.89660 0.99881 0.000
H 4.29305 2.53271 0.84057 0.000
H 3.24033 1.10877 -0.83075 0.002
```

Output
Expectation value of S²   6.07
Net charge   +4
Molecular weight   802.87 g mol⁻¹
Gap between HOMO and LUMO (spin up / spin down)   7.213 / 4.477 eV
Calculated total energy   -137201.095 eV
Relative energy (zero: lowest compared OMol25 entry of this formula, charge and spin)   53.02 kJ/mol
Spin multiplicity   5
HOMO (spin up / spin down)   -19.99 / -19.70 eV